# 1
5 unconnected molecules or ions with the total composition C20H40O5. Source: the Open Molecules 2025 dataset; level of theory: ωB97M-V with the def2-TZVPD basis set.

Calculated values
**Electronic energy**: -1162.14433 Eh
**Lowest unoccupied orbital energy**: 0.538 eV
**Kohn-Sham gap**: 10.08 eV
**HOMO**: -9.540 eV
**ΔE to the lowest compared entry with this formula, charge and spin**: 3.3689 eV

Cartesian coordinates (Å):
1 C -0.543812 -1.512951 -0.396885
2 C -1.180661 3.039372 2.123083
3 H -2.120419 2.771832 1.639247
4 C 4.482378 -6.320673 -1.368788
5 O -2.848626 2.493919 -4.518638
6 C -0.947499 -2.640507 3.393943
7 H 3.242345 -5.532584 -4.147326
8 O -1.830555 -2.639494 4.493905
9 C -0.426150 4.102454 1.321166
10 H -0.788639 0.044967 5.017189
11 H -0.262598 1.097503 -0.486157
12 C -0.065398 0.466501 -1.364524
13 H -0.368365 -3.561243 3.405897
14 H -1.041029 -2.474017 -0.513143
15 C -2.015037 3.444634 -2.548399
16 C -3.121429 3.886148 -4.646964
17 H -0.783299 -1.112996 0.598396
18 H 1.755673 -0.339584 -2.233421
19 H 5.328731 -4.332919 -0.998187
20 C -1.288384 3.698365 3.498594
21 H 5.390746 -6.777504 -0.980466
22 H -3.269699 -1.209832 3.936522
23 H -3.851105 2.250485 -2.712819
24 H -2.373252 1.304454 -2.923978
25 H 3.921780 -3.292709 -2.596086
26 C -1.222122 -0.390291 4.115488
27 H 0.146339 -1.040647 2.501557
28 C -2.360856 -1.333294 4.542099
29 H 3.614647 -6.848334 -0.955649
30 O 0.423766 4.754619 2.245743
31 H 1.948536 0.379733 -0.588756
32 H -0.964234 3.157317 -2.558167
33 H -2.320541 3.754177 -1.552080
34 H -0.227380 1.045332 -2.270480
35 O 4.493844 -6.492129 -2.787936
36 C 0.012260 4.484002 3.581664
37 H -1.480062 0.430384 3.450562
38 C 0.961394 -1.584632 -0.652284
39 H -4.189570 4.075039 -4.472289
40 H -2.183950 4.324210 3.474972
41 H 0.733836 -1.324439 4.141167
42 H -2.686566 -1.122830 5.562957
43 C -2.217446 4.567091 -3.596985
44 H 1.168046 -2.351114 -1.400646
45 H -0.101438 5.411300 4.141448
46 H -1.500816 -2.570733 2.446252
47 H -2.692395 5.441184 -3.161301
48 C 4.046863 -5.312680 -3.444005
49 H 2.557450 -4.263478 -2.201563
50 C -0.150890 -1.331314 3.510179
51 C -2.831189 2.273960 -3.119761
52 H -2.911201 4.178418 -5.674809
53 O -1.043191 -0.577248 -1.343098
54 H 1.491627 -1.891960 0.250670
55 H -1.451269 2.917818 4.241100
56 H 3.821142 -4.565100 -0.202672
57 H -1.153912 4.803320 0.894973
58 H 0.799963 3.875914 4.036444
59 C 1.312553 -0.200831 -1.252347
60 C 4.361177 -4.828961 -1.113005
61 H -1.276853 4.793175 -4.090760
62 H 0.132491 3.620243 0.518145
63 H 4.888686 -4.913712 -4.021485
64 C 3.636690 -4.321360 -2.364276
65 H -0.581126 2.124231 2.176771

Forces on atoms 1 to 2 (eV/Å):
-0.102 0.331 0.003
0.453 -0.068 -0.356

---

# 2
A molecular structure, C20H41AlBBeCl3F5MgN2O11P. Source: the Open Molecules 2025 dataset; level of theory: ωB97M-V with the def2-TZVPD basis set.

Calculated values
**Electronic energy**: -4427.00131 Eh
**Lowest unoccupied orbital energy**: -7.270 eV
**Kohn-Sham gap**: 1.20 eV
**HOMO**: -8.472 eV

Cartesian coordinates (Å):
1 H -5.492266 -3.016915 3.464550
2 C -0.056726 3.678100 2.266331
3 Cl 10.013639 -6.265802 -0.454118
4 O 6.223522 1.345835 -0.077794
5 F 5.865570 -2.778708 -2.205135
6 O 2.945374 -3.151292 1.325307
7 H -3.105394 -3.215221 0.561241
8 H 0.603468 4.252619 2.939985
9 H -0.874669 8.896336 -0.598425
10 C 1.438806 6.382825 -0.191805
11 H -0.488927 -0.857536 2.031515
12 O -6.107988 -1.927813 -6.701422
13 H -4.654718 -3.765085 2.105593
14 N 2.388184 6.397904 0.454438
15 O 0.612525 2.742027 1.414865
16 H -5.729995 -1.592998 1.408320
17 O 1.179679 -1.988392 1.681055
18 H 2.510064 3.032164 3.170880
19 O -5.101904 -4.147241 -6.294928
20 H -7.352495 -4.805614 -3.433197
21 C -4.661095 -2.897972 2.768118
22 O -7.140984 -3.415837 -5.012533
23 H -5.393240 -2.889253 -0.414283
24 Be 1.639641 -4.941311 -1.569585
25 C -3.367239 2.633795 2.023509
26 C 0.012013 8.892045 -1.236784
27 H 4.774635 1.814651 1.628445
28 H -1.591921 1.695466 1.188230
29 H 6.889351 1.966776 -0.389091
30 H 4.649851 -4.232443 1.029882
31 Al 7.332175 -1.862879 -2.340840
32 O -4.922268 -2.402385 -4.549238
33 H -0.924021 2.495170 4.243714
34 H 6.672610 0.486925 -0.104151
35 H -2.520512 -1.861477 -0.389968
36 C -4.803805 -1.601024 1.991314
37 C 8.389524 -6.462613 -1.125072
38 N -5.321145 -5.654236 -1.187612
39 C 2.864417 2.584822 2.218630
40 C -3.399077 -2.251663 0.128657
41 C 1.777590 -2.785404 0.823853
42 C 3.728223 -4.015509 0.497114
43 H 2.069912 4.207248 0.925455
44 C -7.460167 -4.722059 -2.353215
45 F 7.133854 -0.622531 -3.520722
46 C 0.232402 6.361469 -1.019350
47 C 4.381788 2.790849 1.939981
48 F 8.625149 -2.896779 -2.816151
49 P -5.820250 -2.973191 -5.638201
50 H 0.884154 9.101890 -0.614570
51 H 2.188061 2.546051 0.141872
52 H -0.635424 4.365153 1.598385
53 H -4.875005 -0.770148 2.697584
54 H 2.692450 1.493019 2.287330
55 H 3.200416 -4.961947 0.318749
56 H 3.979585 -3.525152 -0.445346
57 B -1.017484 2.678023 3.055173
58 Mg -2.850339 3.811955 4.837773
59 H 4.548851 3.544254 1.155225
60 F -3.706252 3.108512 0.850326
61 C -4.515239 -2.435191 -0.875108
62 O -4.072463 2.769968 2.973816
63 H 0.228141 5.440753 -1.607976
64 H -4.192219 -3.085110 -1.686964
65 F 7.698127 -1.137717 -0.801084
66 H 8.482851 -6.901816 -2.111038
67 H 1.039729 7.592371 -2.605459
68 C -2.068567 1.882377 2.172197
69 Cl 7.435251 -7.571143 -0.116855
70 H 4.925765 3.054873 2.866571
71 H -0.707172 7.428417 -2.624262
72 C 0.154718 7.561571 -1.966847
73 O 1.319094 -3.115740 -0.263636
74 O -3.693732 -1.313066 1.156523
75 H -7.594149 -3.673724 -2.091847
76 H -0.008159 -0.930615 0.333841
77 Cl 7.584707 -4.909844 -1.287215
78 H -0.085889 9.706715 -1.954711
79 H -8.337057 -5.285090 -2.035109
80 H -0.653363 6.331534 -0.379869
81 H -2.264105 0.899823 2.643550
82 H -0.804166 -2.333036 1.116511
83 H -3.724734 -2.908182 3.331015
84 C -0.106140 -1.509494 1.251522
85 C 1.965271 3.116525 1.061782
86 C -6.258155 -5.248908 -1.696752
87 H -4.820508 -1.473687 -1.292457

Forces on atoms 1 to 2 (eV/Å):
0.019 0.020 -0.009
-0.673 0.028 -0.009

---

# 3
A molecular structure, C20H41BNO34S8. Source: the Open Molecules 2025 dataset; level of theory: ωB97M-V with the def2-TZVPD basis set.

Calculated values
**Electronic energy**: -6609.53857 Eh
**Lowest unoccupied orbital energy**: 1.217 eV
**Kohn-Sham gap**: 4.52 eV
**HOMO**: -3.299 eV
**Net charge**: -1

Cartesian coordinates (Å):
1 C 10.365161 2.114505 -2.296910
2 H 9.221893 5.769969 4.274151
3 O -1.598238 -5.206187 3.056281
4 H 0.879103 -2.539877 -2.569370
5 O 7.443799 3.629292 -3.427478
6 C -4.022375 0.776685 2.670303
7 H 4.930164 1.580146 -2.891503
8 H 7.687338 6.325482 2.455721
9 S 10.212394 5.777543 0.998051
10 C 3.043279 -2.690332 -2.822702
11 H -7.063888 -6.621902 -0.981026
12 H -3.509384 1.516553 3.429611
13 H -0.280484 2.171722 -2.893694
14 O 10.225802 5.235093 2.532943
15 O 9.723591 2.638685 -3.458553
16 S 8.802223 3.912486 -3.041227
17 O -6.985236 -1.712726 3.059349
18 O -4.779363 -1.359887 3.664283
19 H 3.187551 -2.067499 -1.934243
20 H -5.555202 -3.508655 3.339727
21 O 0.518883 -5.556158 1.801077
22 H -4.497649 1.348302 1.773458
23 H -2.363124 -5.556494 4.957572
24 O -5.357304 -5.882340 -1.841625
25 O 1.724308 4.275833 -2.729560
26 O 3.129301 -1.304253 -6.056223
27 H -6.366407 -3.659963 -0.542935
28 O -9.810187 -0.266930 0.687757
29 H 4.817888 2.470549 -5.160096
30 H 10.444500 6.922340 3.674067
31 O -0.564545 -3.274281 1.882208
32 C -0.751962 2.760249 -2.106089
33 C -6.623510 -0.337479 2.633940
34 S -4.295554 -5.776991 -0.613414
35 H 5.800219 3.130151 -2.739349
36 C 9.650940 6.227635 3.381044
37 C -0.256217 2.368811 -0.719351
38 C -6.672475 -5.662286 -1.333915
39 H 4.513133 4.123797 -4.562346
40 O 0.483634 -4.256193 3.918523
41 H -0.963947 -6.548921 4.466644
42 O 8.918469 3.740102 -1.428232
43 H 9.949288 2.439896 -0.175175
44 H 10.528686 1.040070 -2.403928
45 H 1.393706 -3.356786 -4.069753
46 H 0.069300 -4.840147 5.869593
47 S -0.231412 -4.535638 2.484348
48 B -5.666653 -2.379268 3.010651
49 O 11.507504 6.330007 0.704920
50 H 8.590442 1.745008 -1.098812
51 H 11.329383 2.619239 -2.183209
52 O 2.937558 2.827125 -4.349331
53 C 1.626531 -2.552375 -3.365474
54 O -1.274889 2.807505 0.177873
55 O 9.579087 4.785333 0.169981
56 H 0.699823 2.832577 -0.473107
57 H -5.342618 0.435492 4.515275
58 H -7.327885 -4.717013 0.525271
59 H -6.238286 -0.320400 1.519194
60 O 3.530688 0.261380 -4.114374
61 O -5.282999 -5.077055 0.467439
62 O -4.004348 -7.110388 -0.156776
63 O -3.336463 1.465483 -0.171674
64 H -12.243857 -1.576709 0.563622
65 O 1.760546 1.765583 -2.437342
66 O -2.160838 2.526675 -2.084592
67 H -0.168100 1.282004 -0.624206
68 C -0.449586 -4.499138 4.971114
69 C -5.235421 0.010434 3.442649
70 O -10.258462 -0.682853 3.105135
71 N -1.785081 -0.637290 2.938996
72 C 8.601272 6.923426 2.523130
73 H -1.217974 -1.333823 2.398246
74 H -7.411990 0.501350 2.814214
75 H -0.585697 3.824100 -2.298331
76 C 4.842705 2.666580 -2.985465
77 O 3.888363 -2.185584 -3.856363
78 O 9.173324 7.009211 1.218242
79 C -11.298682 -2.025224 0.241464
80 C -2.863839 -0.295039 2.189688
81 C 9.433477 2.442357 -1.136729
82 H 3.299432 -3.724430 -2.585867
83 C -1.409333 -5.549548 4.427110
84 O 1.613136 -1.317259 -4.081349
85 O -3.274434 -4.833450 -0.976207
86 H 8.356135 7.919344 2.898024
87 S -9.634006 -1.281715 1.956068
88 H -9.576796 -1.458835 -0.961635
89 H -0.971566 -3.561832 5.186545
90 O 3.823417 3.105673 -2.087602
91 C -6.492933 -4.683566 -0.177773
92 S 2.381286 3.001436 -2.832340
93 O -3.376651 3.975209 -0.463201
94 C 4.346351 3.059377 -4.370699
95 S -2.717581 2.701820 -0.566317
96 H -11.504430 -2.863387 -0.428297
97 H -7.326101 -5.269395 -2.114820
98 H -5.455288 -2.407322 1.822069
99 S 3.102829 -1.002923 -4.651533
100 H -2.939107 -0.838527 1.146989
101 O 9.487187 5.116892 -3.420028
102 C -10.388288 -0.982455 -0.401833
103 O -10.603069 -2.476479 1.401774
104 H -10.934066 -0.304246 -1.060717
105 O -8.269250 -1.767060 1.968368

Forces on atoms 1 to 2 (eV/Å):
0.450 0.053 0.523
0.098 -0.162 -0.250